An isolated molecule of C17H35BN5O4P, computed with ωB97M-V/def2-TZVPD.

- M (g/mol) = 415.284
- spin multiplicity = 1
- HOMO (eV) = -8.93
- SMILES = CC(=O)NCCCC[C@@]1(CCCCN(C)C(C)=O)C(=O)N[C@H]([PH2]=N)[C@H]1B(N)O
- LUMO (eV) = 0.42

Atoms and positions in Å:
C 6.229 3.677 -0.061
C 4.909 2.939 0.014
O 4.770 1.937 0.682
N 3.866 3.511 -0.690
C 2.753 2.619 -1.062
C 1.788 2.400 0.113
C 1.346 0.948 0.331
C 1.053 0.171 -0.953
C 0.366 -1.172 -0.723
C -1.120 -0.911 -0.364
C -1.996 -0.489 -1.554
C -3.155 0.414 -1.139
C -4.248 -0.329 -0.343
N -4.681 0.318 0.898
C -3.629 0.507 1.884
C -5.610 1.351 0.701
C -5.335 2.734 1.256
O -6.620 1.151 0.064
C 0.309 -2.090 -1.928
O 0.562 -1.823 -3.070
N -0.037 -3.394 -1.477
C 0.374 -3.516 -0.058
P -0.819 -4.158 1.154
N -0.087 -4.686 2.433
C 1.061 -2.161 0.256
B 2.667 -2.342 0.126
N 3.567 -1.191 0.024
O 3.168 -3.635 0.093
H 6.476 4.045 0.934
H 7.002 2.965 -0.347
H 6.225 4.514 -0.755
H 4.229 4.012 -1.490
H 3.158 1.669 -1.411
H 2.245 3.122 -1.883
H 0.900 3.026 -0.018
H 2.293 2.747 1.013
H 2.097 0.436 0.928
H 0.432 0.977 0.934
H 0.395 0.784 -1.578
H 1.961 0.012 -1.530
H -1.154 -0.128 0.397
H -1.565 -1.790 0.091
H -1.393 -0.005 -2.324
H -2.425 -1.383 -2.022
H -3.614 0.815 -2.045
H -2.779 1.276 -0.579
H -3.928 -1.349 -0.107
H -5.137 -0.432 -0.960
H -4.068 0.710 2.861
H -3.064 -0.423 1.956
H -2.918 1.309 1.654
H -4.419 2.840 1.828
H -6.177 3.027 1.884
H -5.326 3.411 0.403
H -0.975 -3.687 -1.717
H 1.110 -4.323 -0.023
H -1.462 -5.145 0.371
H -1.819 -3.198 1.381
H -0.441 -4.280 3.290
H 0.941 -1.859 1.308
H 4.170 -1.301 -0.790
H 4.209 -1.111 0.808
H 3.367 -4.064 0.929

A cluster of 6 separate species, C17H35Cl10N2O in total, computed with ωB97M-V/def2-TZVPD.

- M (g/mol) = 638.010
- spin multiplicity = 1
- HOMO (eV) = -11.61
- net charge = +1
- energy above the lowest of the compared OMol25 structures with the same formula, charge and spin (kcal per mole) = 16.98
- LUMO (eV) = -2.83

Atoms and positions in Å:
C -0.797 -0.853 0.620
C -0.892 -2.313 1.186
N -1.257 -3.211 0.041
C -2.710 -2.914 -0.252
C -2.963 -1.382 -0.466
C -4.074 -0.945 0.530
C -5.350 -1.735 0.023
C -6.636 -1.447 0.872
O -5.790 -2.752 0.886
N -1.756 -0.543 -0.461
H 0.227 -0.743 0.172
H -0.810 -0.144 1.464
H 0.107 -2.635 1.511
H -1.589 -2.409 2.025
H -0.728 -3.014 -0.813
H -1.227 -4.193 0.333
H -3.246 -3.193 0.667
H -3.120 -3.548 -1.046
H -3.404 -1.283 -1.473
H -3.922 -1.288 1.561
H -4.381 0.103 0.429
H -5.487 -1.861 -1.060
H -7.528 -2.034 0.635
H -6.491 -1.251 1.936
H -1.989 0.440 -0.363
Cl -2.613 -5.619 2.269
C -4.297 -5.177 2.700
C -4.405 -4.673 4.117
Cl -4.104 -5.956 5.310
H -4.923 -6.051 2.534
H -4.612 -4.398 2.006
H -5.414 -4.301 4.295
H -3.702 -3.863 4.308
Cl 0.047 2.711 -3.061
C -1.152 1.785 -4.001
C -0.964 0.296 -3.844
Cl 0.535 -0.279 -4.614
H -1.076 2.091 -5.043
H -2.136 2.074 -3.632
H -1.788 -0.232 -4.326
H -0.938 0.008 -2.795
Cl 3.731 4.191 0.281
C 3.187 4.675 -1.347
C 4.209 4.350 -2.409
Cl 5.670 5.357 -2.257
H 2.959 5.738 -1.324
H 2.264 4.132 -1.548
H 3.790 4.544 -3.396
H 4.514 3.307 -2.365
Cl 2.053 -2.377 -1.428
C 3.713 -2.497 -0.773
C 4.135 -1.223 -0.085
Cl 4.340 0.116 -1.237
H 4.379 -2.754 -1.593
H 3.717 -3.322 -0.061
H 5.094 -1.371 0.409
H 3.409 -0.914 0.665
Cl 6.927 6.478 3.733
C 6.413 6.980 2.102
C 7.454 6.670 1.055
Cl 8.913 7.677 1.235
H 6.183 8.043 2.132
H 5.496 6.436 1.877
H 7.049 6.874 0.064
H 7.759 5.626 1.092

A structure of composition C17H35IInN4O3P, computed with ωB97M-V/def2-TZVPD.

- M (g/mol) = 616.188
- spin multiplicity = 1
- HOMO (eV) = -14.49
- net charge = +2
- energy above the lowest of the compared OMol25 structures with the same formula, charge and spin (kcal per mole) = 7.50
- LUMO (eV) = -6.20

Atoms and positions in Å:
In 0.347 0.376 -1.496
C 2.425 -1.396 -3.715
C 1.148 -2.215 -3.465
O 0.051 -1.349 -2.972
C -1.177 -2.036 -3.251
C -2.324 -1.483 -2.418
H 3.223 -2.097 -3.958
H 2.598 -0.861 -2.730
H 2.334 -0.627 -4.508
H 1.333 -3.049 -2.803
H 0.805 -2.750 -4.383
H -1.050 -3.123 -3.047
H -1.377 -2.055 -4.347
H -2.261 -2.004 -1.428
H -3.303 -1.709 -2.844
H -2.268 -0.455 -2.218
I 3.179 2.160 -1.860
C 3.241 0.691 -0.414
C 4.421 0.434 0.211
C 4.456 -0.564 1.189
C 3.326 -1.346 1.414
C 2.196 -1.111 0.694
N 2.155 -0.067 -0.229
H 5.227 1.122 0.039
H 5.390 -0.744 1.706
H 3.299 -2.111 2.223
H 1.281 -1.735 0.783
C -0.037 1.632 -4.334
C -0.605 1.870 -2.978
O -1.345 2.725 -2.645
H 0.986 2.014 -4.296
H -0.622 2.291 -5.064
H -0.116 0.587 -4.588
C 0.889 2.324 2.058
N -0.462 1.956 1.610
C -1.390 3.142 1.681
P -1.047 0.413 1.586
O -0.690 -0.280 0.282
N -2.655 0.449 1.752
C -3.271 0.369 3.112
C -3.644 0.130 0.729
N -0.293 -0.416 2.835
C -0.090 0.047 4.210
C -0.227 -1.850 2.694
H 1.553 2.681 1.275
H 1.326 1.482 2.602
H 0.811 3.142 2.718
H -0.990 3.941 1.113
H -1.739 3.446 2.714
H -2.255 2.889 1.059
H -2.513 0.414 3.883
H -3.818 -0.495 3.312
H -3.956 1.146 3.238
H -3.226 0.187 -0.244
H -4.493 0.849 0.790
H -4.068 -0.764 1.030
H 0.038 1.153 4.167
H 0.831 -0.394 4.559
H -0.779 -0.233 4.958
H -0.106 -2.220 1.644
H -1.216 -2.361 3.014
H 0.546 -2.161 3.349

A cluster of 2 separate species, C17H35N2O7 in total, computed with ωB97M-V/def2-TZVPD.

- M (g/mol) = 379.474
- spin multiplicity = 1
- HOMO (eV) = -11.27
- net charge = +1
- energy above the lowest of the compared OMol25 structures with the same formula, charge and spin (kcal per mole) = 141.37
- LUMO (eV) = -2.43

Atoms and positions in Å:
C 0.531 2.351 3.033
C -0.350 2.063 1.672
O 0.400 1.166 0.732
C -0.665 3.542 0.958
O -2.019 3.632 0.400
C -3.023 4.071 1.370
O -2.678 4.319 2.774
C -4.004 4.526 3.443
O -4.244 5.323 4.490
O -4.957 3.617 2.732
C -4.459 3.224 1.380
C -4.069 1.628 1.532
C -5.350 0.607 1.402
C -5.944 0.243 2.886
N -5.424 0.786 4.202
O -7.012 -0.598 2.928
H -0.098 3.005 3.793
H 0.734 1.298 3.525
H 1.519 2.897 2.705
H -1.321 1.479 1.965
H -0.159 0.313 0.670
H -0.341 4.449 1.632
H 0.076 3.572 0.022
H -3.371 5.110 0.901
H -5.262 3.535 0.562
H -3.273 1.286 0.710
H -3.483 1.531 2.564
H -4.949 -0.412 0.927
H -6.182 0.992 0.638
H -5.876 0.242 4.980
H -4.398 0.634 4.328
C 2.007 -3.179 -4.293
C 2.963 -3.430 -3.134
N 3.860 -2.221 -2.775
C 4.705 -1.862 -4.023
C 4.900 -2.628 -1.705
C 4.347 -3.008 -0.342
C 3.065 -0.931 -2.404
C 1.999 -1.052 -1.300
O 0.974 -1.971 -1.661
C 0.312 -2.541 -0.535
H 2.536 -3.027 -5.237
H 1.367 -4.059 -4.427
H 1.347 -2.323 -4.128
H 3.638 -4.252 -3.400
H 2.423 -3.737 -2.240
H 5.231 -2.763 -4.355
H 5.420 -1.083 -3.742
H 4.046 -1.486 -4.810
H 5.600 -1.793 -1.596
H 5.449 -3.483 -2.119
H 4.183 -2.123 0.274
H 5.095 -3.603 0.197
H 3.432 -3.601 -0.381
H 2.581 -0.596 -3.328
H 3.812 -0.181 -2.119
H 1.525 -0.073 -1.174
H 2.442 -1.306 -0.337
H 0.422 -1.938 0.371
H 0.721 -3.540 -0.362
H -0.752 -2.640 -0.773

A structure of composition C17H36AsN4Si2Sn, computed with ωB97M-V/def2-TZVPD.

- M (g/mol) = 546.308
- spin multiplicity = 1
- HOMO (alpha / beta) (eV) = -17.58 / -17.55
- net charge = +3
- LUMO (alpha / beta) (eV) = -11.42 / -11.43

Atoms and positions in Å:
Sn -0.142 1.665 -1.388
C -1.104 4.477 0.068
C -2.364 3.835 -0.485
N -2.291 2.366 -0.384
C -2.393 1.853 0.985
C -1.068 1.582 1.649
C -0.999 1.392 3.023
C 0.231 1.136 3.609
C 1.368 1.152 2.813
C 1.233 1.367 1.451
C 2.445 1.415 0.558
N 2.216 2.096 -0.720
C 2.467 3.550 -0.692
C 1.329 4.305 -0.026
N 0.060 4.031 -0.710
N 0.027 1.507 0.888
H -1.209 5.565 0.042
H -0.965 4.177 1.108
H -3.238 4.230 0.042
H -2.465 4.094 -1.543
H -3.097 2.016 -0.903
H -2.959 2.544 1.620
H -2.946 0.908 0.965
H -1.891 1.458 3.625
H 0.306 0.961 4.670
H 2.345 1.009 3.245
H 3.267 1.886 1.113
H 2.739 0.380 0.348
H 2.900 1.724 -1.379
H 3.402 3.778 -0.167
H 2.572 3.893 -1.726
H 1.237 3.987 1.014
H 1.562 5.375 -0.036
H 0.062 4.568 -1.581
C -3.299 -2.338 0.850
Si -1.826 -3.458 0.405
C -0.683 -3.950 1.843
C -2.218 -4.864 -0.805
As -0.262 -1.730 -0.784
Si 1.619 -2.869 -1.877
C 2.856 -1.462 -2.241
C 0.486 -3.300 -3.363
C 2.305 -4.379 -0.964
H -4.113 -2.940 1.248
H -3.684 -1.811 -0.020
H -3.044 -1.610 1.617
H -1.265 -4.407 2.639
H -0.151 -3.106 2.276
H 0.050 -4.686 1.524
H -2.976 -5.502 -0.352
H -1.355 -5.496 -1.001
H -2.626 -4.522 -1.753
H 2.348 -0.536 -2.531
H 3.521 -1.738 -3.055
H 3.490 -1.257 -1.381
H 0.108 -2.419 -3.878
H -0.355 -3.919 -3.061
H 1.060 -3.874 -4.086
H 2.684 -4.134 0.024
H 3.135 -4.812 -1.517
H 1.559 -5.162 -0.854

A structure of composition C17H36AuBN3NbO3, computed with ωB97M-V/def2-TZVPD.

- M (g/mol) = 631.178
- spin multiplicity = 1
- HOMO (alpha / beta) (eV) = -15.21 / -15.21
- net charge = +2
- LUMO (alpha / beta) (eV) = -11.04 / -11.04

Atoms and positions in Å:
N 1.887 -0.258 -0.531
C 2.994 -0.934 -0.212
O 3.960 -1.154 -0.995
Au 2.686 -0.589 -2.738
Nb 0.053 0.012 -0.846
N -0.508 -1.476 -2.112
N -0.254 1.717 -1.864
C -0.371 -2.923 -1.774
C 0.366 3.063 -1.962
C 0.820 -3.531 -2.551
C -1.669 -3.691 -2.106
C -0.094 -3.049 -0.265
C 0.065 3.691 -3.341
C -0.170 3.978 -0.837
C 1.889 2.926 -1.808
H 0.728 -3.347 -3.637
H 0.879 -4.623 -2.401
H 1.769 -3.098 -2.185
H -2.533 -3.213 -1.612
H -1.595 -4.731 -1.742
H -1.864 -3.730 -3.191
H 0.804 -2.474 0.030
H 0.093 -4.103 0.005
H -0.957 -2.694 0.323
H 0.374 3.007 -4.152
H 0.622 4.637 -3.454
H -1.007 3.918 -3.466
H -1.271 4.049 -0.873
H 0.237 5.000 -0.933
H 0.117 3.575 0.148
H 2.141 2.402 -0.871
H 2.367 3.920 -1.805
H 2.302 2.357 -2.666
C -1.659 1.635 -2.273
H -2.066 0.635 -1.999
H -2.307 2.382 -1.771
H -1.795 1.721 -3.369
C -1.096 -1.191 -3.422
H -2.188 -1.386 -3.456
H -0.931 -0.130 -3.673
H -0.631 -1.798 -4.228
C 0.597 -1.874 3.559
C -0.444 -0.722 3.450
C -1.511 -0.958 4.538
O -1.035 -0.802 2.179
B -0.171 0.106 1.420
O 0.700 0.965 2.226
C 0.206 0.720 3.516
C -0.819 1.842 3.839
C 1.353 0.826 4.543
H 0.098 -2.854 3.402
H 1.070 -1.896 4.564
H 1.395 -1.773 2.793
H -1.951 -1.973 4.431
H -1.065 -0.870 5.551
H -2.349 -0.237 4.446
H -1.218 1.740 4.869
H -0.328 2.837 3.767
H -1.667 1.831 3.121
H 2.179 0.126 4.301
H 1.789 1.848 4.529
H 0.984 0.612 5.568

A cluster of 3 separate species, C17H37BBr4ClN4O3S in total, computed with ωB97M-V/def2-TZVPD.

- M (g/mol) = 743.456
- spin multiplicity = 1
- HOMO (eV) = -11.81
- net charge = +1
- LUMO (eV) = -4.25

Atoms and positions in Å:
C 0.720 4.853 -1.169
N 1.484 3.686 -1.756
C 1.631 2.535 -0.763
C 0.559 1.308 -0.998
N -0.723 1.949 -1.497
C -1.799 0.892 -1.389
C -2.985 1.351 -2.476
C -2.384 2.552 -3.473
O -3.426 2.845 -4.512
C -3.047 2.232 -5.801
O -3.115 2.950 -6.943
B -2.568 0.907 0.102
C -4.091 0.279 0.351
O -1.909 1.457 1.340
C -1.273 -0.645 -1.609
S -1.204 -1.657 0.001
N -0.006 -0.770 -2.450
Cl -0.554 -0.473 -4.100
C 1.133 0.119 -2.026
C 1.856 0.872 -3.336
C 2.363 -0.603 -1.231
N 2.067 -1.932 -0.591
C 3.017 -2.287 0.531
H -0.309 4.909 -1.771
H 0.447 4.749 -0.036
H 1.280 5.865 -1.437
H 2.451 4.003 -2.005
H 1.488 2.877 0.368
H 2.768 2.199 -0.838
H 0.438 0.782 0.067
H -0.964 2.665 -0.772
H -3.409 0.439 -3.089
H -3.912 1.862 -1.933
H -2.255 3.586 -2.889
H -1.407 2.234 -4.033
H -2.718 1.112 -5.890
H -4.674 0.072 -0.660
H -3.957 -0.791 0.862
H -4.745 0.907 1.090
H -2.613 1.439 2.075
H -2.120 -1.186 -2.254
H -0.336 -1.063 0.930
H 0.222 -1.810 -2.454
H 2.220 0.079 -4.151
H 1.201 1.732 -3.784
H 2.869 1.394 -2.977
H 3.220 -0.798 -2.039
H 2.881 0.069 -0.400
H 2.023 -2.707 -1.319
H 2.657 -1.759 1.514
H 2.897 -3.456 0.713
H 4.127 -2.068 0.232
Br 0.786 -3.821 3.433
C 1.788 -5.400 3.987
C 2.910 -5.702 3.021
Br 2.233 -6.536 1.392
H 1.067 -6.217 4.085
H 2.186 -5.152 4.975
H 3.600 -6.434 3.449
H 3.471 -4.815 2.716
Br -0.354 0.119 4.624
C 0.215 -0.444 6.403
C -0.892 -1.176 7.125
Br -2.235 0.066 7.801
H 0.558 0.451 6.927
H 1.068 -1.108 6.231
H -0.504 -1.685 8.011
H -1.416 -1.901 6.495